[1]
C38H44Cl3N3O2SiSn | the ωB97M-V functional and the def2-TZVPD basis

```
92
Properties=species:S:1:pos:R:3:forces:R:3:mulliken_charge:R:1
Sn 0.1396 0.6388 -0.2785 -0.382 -0.269 -0.542 0.435
C -5.5494 1.0787 0.1817 0.082 -0.044 0.030 -1.725
C -4.1872 1.6628 -0.2135 -0.191 0.157 0.111 2.802
C -4.3236 2.6271 -1.3929 0.068 -0.027 0.021 -1.571
C -3.5360 2.3111 0.9921 0.148 -0.110 -0.004 0.621
C -4.0378 3.5031 1.5039 0.004 0.028 0.014 -0.561
C -3.4828 4.0859 2.6298 -0.003 -0.075 0.025 -1.368
C -2.4241 3.4604 3.2712 -0.011 0.030 -0.014 -0.629
C -1.8991 2.2647 2.7964 -0.016 -0.087 -0.029 0.661
C -0.7940 1.5439 3.5425 -0.032 0.072 0.100 2.168
C 0.0879 2.4698 4.3764 -0.052 0.045 -0.091 -1.983
C -1.3973 0.4452 4.4279 0.041 -0.087 -0.129 -1.548
C -2.4537 1.6892 1.6386 -0.159 0.068 0.006 -0.751
N -1.8768 0.5163 1.0967 0.098 -0.077 -0.201 1.185
C -2.4706 -0.6478 1.2970 -0.160 0.196 0.211 -0.235
O -3.5029 -0.8951 1.9473 0.061 -0.023 -0.175 -0.845
C -1.7224 -1.8054 0.6781 0.081 -0.032 -0.024 -0.219
C -2.2150 -3.0933 0.7940 -0.048 -0.072 -0.048 -0.629
C -1.4702 -4.1433 0.2808 0.035 0.082 -0.008 -0.758
C -0.2531 -3.8752 -0.3207 -0.069 -0.055 -0.001 -0.901
C 0.1735 -2.5603 -0.4049 0.044 -0.040 0.253 0.078
N -0.5481 -1.5567 0.0923 -0.043 -0.041 0.101 0.814
C 1.5610 -2.2498 -0.9158 0.301 0.105 -0.282 -0.135
O 2.2499 -3.1916 -1.3436 -0.112 0.028 0.138 -0.851
N 1.8968 -0.9714 -0.7911 -0.226 -0.274 0.307 1.258
C 3.2779 -0.6615 -0.8333 0.136 0.212 -0.270 -1.172
C 4.1156 -0.9780 0.2561 -0.161 0.063 -0.065 0.845
C 5.4460 -0.5819 0.2129 0.022 -0.004 -0.041 -0.449
C 5.9616 0.1117 -0.8715 -0.005 -0.044 0.033 -1.522
C 5.1368 0.4112 -1.9388 0.018 -0.001 -0.064 -0.146
C 3.8015 0.0274 -1.9393 -0.170 -0.129 0.014 0.827
C 2.9158 0.3232 -3.1378 0.214 0.090 0.042 2.525
C 3.5441 -0.1938 -4.4365 -0.087 0.000 0.082 -1.816
C 2.5927 1.8166 -3.2404 -0.112 -0.110 0.072 -1.372
C 3.6077 -1.7495 1.4601 0.189 -0.028 0.065 1.291
C 4.0109 -1.0901 2.7846 -0.042 0.007 -0.075 -1.608
C 4.1147 -3.1979 1.4015 -0.112 0.051 -0.054 -1.653
H -5.9792 0.4957 -0.6400 0.004 0.055 0.002 0.356
H -6.2485 1.8804 0.4437 0.005 -0.028 -0.026 0.374
H -5.4260 0.4217 1.0441 -0.032 0.006 -0.033 0.382
H -3.5451 0.8398 -0.5185 0.022 -0.015 -0.003 -1.538
H -4.8746 3.5270 -1.1071 -0.007 -0.034 -0.040 0.439
H -4.8648 2.1525 -2.2170 0.037 0.000 -0.003 0.379
H -3.3409 2.9357 -1.7571 -0.038 0.025 0.004 0.291
H -4.8820 3.9834 1.0189 0.029 -0.019 -0.017 0.267
H -3.8763 5.0206 3.0129 0.004 0.001 -0.006 0.344
H -1.9970 3.9182 4.1546 0.026 -0.012 -0.030 0.287
H -0.1599 1.0580 2.7962 0.032 0.028 -0.020 -0.742
H -0.4501 2.8481 5.2528 0.021 -0.032 -0.003 0.398
H 0.4335 3.3192 3.7852 0.027 -0.038 0.061 0.424
H 0.9700 1.9310 4.7257 -0.020 0.020 0.019 0.375
H -2.0274 0.8910 5.2042 0.025 0.009 -0.003 0.349
H -0.6017 -0.1288 4.9134 -0.031 0.027 0.010 0.351
H -2.0185 -0.2367 3.8453 -0.009 0.009 0.049 0.341
H -3.1635 -3.2303 1.2930 0.009 0.032 0.005 0.524
H -1.8281 -5.1623 0.3669 -0.011 -0.002 -0.022 0.407
H 0.3902 -4.6435 -0.7240 0.018 0.016 -0.017 0.589
H 6.0930 -0.8053 1.0551 -0.029 -0.002 -0.020 0.263
H 6.9986 0.4265 -0.8727 -0.011 0.022 0.000 0.312
H 5.5341 0.9642 -2.7844 -0.018 -0.015 0.018 0.244
H 1.9838 -0.2173 -2.9758 -0.010 -0.025 -0.033 -1.335
H 4.4118 0.4104 -4.7177 -0.010 -0.042 -0.015 0.332
H 2.8190 -0.1495 -5.2545 0.041 0.032 -0.001 0.453
H 3.8689 -1.2290 -4.3157 -0.009 0.009 -0.041 0.395
H 3.4987 2.3981 -3.4324 -0.027 0.003 0.016 0.353
H 2.1600 2.1829 -2.3068 0.040 0.047 -0.016 0.155
H 1.8726 2.0017 -4.0442 0.065 0.012 -0.019 0.408
H 2.5185 -1.7646 1.4193 -0.030 0.045 -0.044 -0.247
H 5.0723 -1.2503 2.9992 -0.029 0.034 -0.006 0.332
H 3.4367 -1.5220 3.6094 0.039 -0.002 -0.009 0.435
H 3.8206 -0.0154 2.7580 -0.007 -0.047 0.058 0.242
H 5.2081 -3.2096 1.4541 -0.026 -0.020 0.035 0.320
H 3.8073 -3.6647 0.4650 0.012 -0.025 0.024 0.400
H 3.7184 -3.7842 2.2374 0.037 0.025 -0.005 0.426
C -0.9743 0.3355 -2.4329 0.237 -0.004 0.408 -2.345
C -1.7331 -0.8789 -2.7328 -0.085 -0.122 -0.072 0.997
C -1.0894 -2.0668 -3.1301 -0.049 0.075 0.029 -0.080
C -1.7989 -3.2282 -3.3895 0.007 0.024 -0.080 -0.812
C -3.1857 -3.2544 -3.2928 -0.011 0.067 0.030 -0.589
C -3.8464 -2.0903 -2.9122 0.063 0.002 -0.032 -0.656
C -3.1367 -0.9321 -2.6353 0.044 -0.052 0.045 0.237
H -1.5830 1.2378 -2.5076 -0.002 0.030 0.029 0.666
H -0.1013 0.4283 -3.0816 0.015 0.066 0.033 0.642
H -0.0073 -2.0669 -3.2230 -0.021 -0.022 -0.005 0.445
H -1.2597 -4.1268 -3.6717 0.003 0.029 -0.007 0.401
H -3.7412 -4.1571 -3.5175 0.013 -0.011 0.038 0.348
H -4.9288 -2.0810 -2.8385 0.011 -0.003 0.032 0.373
H -3.6761 -0.0387 -2.3417 0.024 -0.019 -0.063 0.012
Cl 4.0966 3.1737 0.1176 0.187 0.062 -0.309 -0.410
Si 2.5677 2.3904 1.4319 0.057 0.041 0.289 0.516
Cl 1.1059 3.9992 1.0904 -0.056 0.075 0.033 -0.417
Cl 3.4691 3.2189 3.2784 0.076 0.059 0.221 -0.475
```
Forces are in eV/Å.

Summary:
**Net charge**: -2
**LUMO level**: 4.451 eV

=====

[2]
C7H8N2 | the ωB97M-V functional and the def2-TZVPD basis

```
17
Properties=species:S:1:pos:R:3:forces:R:3:mulliken_charge:R:1
C 3.2120 0.6768 -1.3032 4.924 -0.231 -4.501 0.101
C -0.1721 -1.2452 -0.3391 -0.475 -1.829 2.538 0.450
C -0.4877 -1.9502 0.7859 -2.950 2.197 -0.692 -0.782
C 2.1706 0.9432 -0.5138 -4.329 -2.550 0.322 0.652
C -0.6191 -0.4353 -1.4635 0.686 -2.849 0.289 -0.513
C 0.8088 -0.8231 -1.2890 1.500 1.494 0.069 -0.427
C 0.5144 2.2623 0.5909 0.810 3.446 1.270 -0.760
N 3.9730 0.6186 -2.2066 -1.884 -0.197 2.591 -0.428
N 1.8044 1.8262 0.2191 1.529 0.112 0.748 -0.376
H 0.2157 -2.4824 1.3454 1.245 -0.698 0.546 0.303
H -1.5609 -1.9024 1.3615 2.589 -0.051 -2.017 0.182
H -1.1955 -0.9310 -2.1866 -0.594 -0.680 -1.139 0.253
H -0.9069 0.4867 -1.2958 -1.411 4.551 0.793 0.132
H 1.1968 -1.4063 -2.1252 0.706 0.049 0.650 0.317
H 0.0018 1.7734 1.4123 -0.042 -0.564 -0.380 0.260
H 0.0796 2.3530 -0.3608 -1.886 -0.188 -0.802 0.367
H 0.6626 3.3800 0.9172 -0.416 -2.013 -0.284 0.269
```
Forces are in eV/Å.

Summary:
**Energy above the lowest of the compared OMol25 structures with the same formula, charge and spin**: 157.4 kcal per mole
**LUMO level (spin up / spin down)**: -0.612 / -0.610 eV

=====

[3]
C33H57N3NiO5Si | the ωB97M-V functional and the def2-TZVPD basis

```
100
Properties=species:S:1:pos:R:3:forces:R:3:mulliken_charge:R:1
O 1.8516 -2.2588 -1.9157 -0.493 -0.759 0.503 -0.255
O 0.8750 -0.3626 -3.6071 -0.270 -0.203 -1.560 0.038
C 2.9519 -2.0980 -1.0183 0.217 0.198 -0.184 0.328
C 2.8156 -2.5614 0.4262 0.093 0.042 0.110 -1.752
H 3.1935 -1.0203 -1.0195 0.045 -0.371 0.124 -0.139
H 3.7878 -2.6326 -1.5005 -0.117 0.204 0.224 0.420
H 2.0763 -1.9833 0.9953 0.026 -0.168 -0.158 0.301
H 3.7853 -2.3881 0.9119 -0.145 -0.019 -0.112 0.500
H 2.5992 -3.6322 0.5267 -0.039 0.216 -0.068 0.396
C 0.5792 -2.6979 -1.4076 0.400 0.566 0.274 1.166
C -0.0329 -3.7135 -2.3417 -0.040 -0.279 0.025 -1.651
H -0.0807 -1.8163 -1.3248 0.129 -0.239 0.021 -0.496
H 0.6876 -3.1120 -0.3928 -0.081 0.053 -0.380 0.343
H -0.2325 -3.2898 -3.3288 0.135 -0.101 0.196 0.180
H -0.9883 -4.0506 -1.9208 0.111 0.006 -0.095 0.315
H 0.6237 -4.5848 -2.4560 -0.121 0.150 0.014 0.374
C -0.3486 0.0557 -4.2465 0.435 0.257 0.018 -0.441
C 1.8980 -0.7645 -4.5417 -0.140 0.576 0.478 -0.236
C -1.5043 -0.7439 -3.7102 -0.305 -0.297 0.011 -0.781
H -0.2898 -0.0711 -5.3422 0.083 0.126 0.386 0.528
H -0.4895 1.1274 -4.0412 0.002 -0.254 -0.073 0.031
H -1.3787 -1.8023 -3.9611 -0.071 0.198 0.106 0.288
H -2.4415 -0.4107 -4.1638 0.014 0.066 0.053 0.489
H -1.5929 -0.6446 -2.6227 0.044 0.001 -0.172 -0.259
C 1.5462 -1.9727 -5.3786 0.045 -0.109 -0.021 -1.359
H 2.7757 -0.9703 -3.9191 -0.220 -0.003 -0.177 0.029
H 2.1347 0.0958 -5.1939 -0.012 -0.184 0.122 0.488
H 1.3534 -2.8393 -4.7395 -0.008 0.144 -0.137 0.219
H 2.4032 -2.2012 -6.0197 -0.114 -0.042 -0.001 0.439
H 0.6847 -1.7784 -6.0288 0.143 -0.164 0.132 0.327
H 1.0827 -0.0909 -1.6958 -0.205 1.253 1.424 -2.037
N -0.4898 -0.5387 3.0475 -0.702 0.059 1.419 2.152
C -1.4354 0.0341 3.8379 1.143 -0.744 -0.710 1.099
C -2.0132 1.2745 3.6373 -0.661 0.349 0.566 -2.264
C -2.4088 1.8882 2.4350 1.556 0.492 -1.851 0.813
C -1.8445 -0.7173 5.0576 -0.618 -0.126 0.778 -1.752
H -1.0917 -0.5817 5.8467 -0.132 -0.322 -0.312 0.160
H -1.9963 -1.7876 4.8781 0.133 0.259 0.050 0.355
H -2.7842 -0.2906 5.4398 0.275 -0.281 -0.139 0.553
C -3.5590 2.8538 2.4431 -0.476 0.156 0.478 -1.502
H -4.2804 2.6459 1.6417 0.311 0.048 0.067 0.283
H -3.2214 3.8973 2.3397 -0.022 -0.336 -0.094 0.239
H -4.0980 2.7676 3.3929 0.078 0.106 -0.186 0.547
N -1.7358 1.6839 1.3039 -1.470 0.462 0.867 1.320
C -0.1497 -1.9310 3.1331 -0.294 -0.023 -0.072 -0.864
C 1.0544 -2.3286 3.7222 -0.376 -0.620 -0.072 1.272
C 1.9627 -1.3608 4.3957 0.503 0.434 0.192 -1.840
C 1.3468 -3.6978 3.7402 -0.079 0.117 -0.209 -0.725
H 2.2868 -4.0180 4.1976 -0.307 0.021 -0.164 0.438
C 0.4642 -4.6289 3.1925 -0.096 -0.120 0.166 -0.903
H 0.7050 -5.6959 3.2224 -0.068 0.390 -0.016 0.395
C -0.7485 -4.2071 2.6494 -0.012 0.055 -0.067 -0.854
H -1.4871 -4.9141 2.2596 0.398 0.090 0.083 0.438
C -1.0609 -2.8490 2.5921 0.401 0.024 0.206 1.295
C -2.3508 -2.3667 2.0035 -0.360 0.012 -0.349 -1.305
C -1.9973 2.3457 0.0707 -1.163 -0.038 0.177 -0.881
C -1.2867 3.5322 -0.2014 -0.230 -0.548 -0.207 2.659
C -0.3794 4.0367 0.8784 0.134 0.251 0.538 -1.553
C -1.4250 4.1166 -1.4626 -0.238 -0.210 -0.014 -1.021
H -0.8744 5.0289 -1.7059 -0.140 -0.279 0.080 0.379
C -2.2718 3.5324 -2.4127 -0.082 0.125 0.028 -0.655
H -2.3818 3.9874 -3.3999 0.082 -0.105 0.313 0.389
C -3.0090 2.3847 -2.1072 0.225 0.305 0.012 -1.084
H -3.6870 1.9517 -2.8437 0.171 0.136 0.118 0.423
C -2.8959 1.7800 -0.8584 0.664 0.360 0.043 0.708
C -3.6467 0.5282 -0.5360 -0.380 -0.323 -0.029 -1.138
Ni 0.0796 1.3027 1.1426 0.667 -0.157 -1.289 -0.813
H 3.0003 -1.7077 4.3136 -0.172 0.078 0.149 0.496
H 1.7049 -1.2585 5.4586 0.108 -0.156 -0.189 0.261
H 1.8844 -0.3667 3.9475 0.073 -0.258 0.103 0.164
H -2.2397 -1.3551 1.5889 -0.073 -0.286 0.100 -0.194
H -3.1463 -2.3326 2.7652 0.156 0.033 -0.212 0.286
H -2.6853 -3.0373 1.1988 0.050 0.134 0.256 0.542
H 0.0548 5.0055 0.6129 0.053 -0.211 0.055 0.482
H 0.4453 3.3078 1.1203 -0.498 0.693 -0.219 -0.008
H -0.9226 4.1536 1.8296 0.138 0.028 -0.313 0.357
H -4.0889 0.5618 0.4678 0.171 -0.086 -0.179 0.338
H -3.0038 -0.3650 -0.5965 -0.099 0.272 0.135 0.025
H -4.4652 0.3894 -1.2542 0.178 -0.001 0.139 0.480
H -2.4438 1.7127 4.5376 -0.347 -0.338 -0.270 0.570
C 0.9840 0.8133 -0.9867 0.901 -0.787 -1.452 3.347
Si 2.1840 2.0863 -1.7497 -0.366 -0.132 -0.130 0.674
H -0.0612 1.1451 -1.1089 0.217 -0.049 0.242 -1.465
H 1.2838 0.4553 0.0296 0.000 -0.051 -0.295 0.785
C 3.8697 1.3624 -2.1859 0.052 -0.119 0.113 -1.304
C 2.4637 3.4985 -0.5616 0.187 0.274 0.181 -1.073
C 1.3993 2.8326 -3.2878 -0.058 0.095 -0.297 -0.712
H 1.8361 3.8183 -3.5131 -0.033 -0.236 0.107 0.445
H 0.3175 2.9825 -3.1586 0.311 -0.043 0.004 -0.058
H 1.5487 2.1991 -4.1719 -0.025 0.114 0.189 0.217
H 4.5153 1.4257 -1.2971 -0.047 -0.101 -0.237 0.368
H 4.3395 1.9534 -2.9867 -0.120 -0.103 0.224 0.359
H 3.8355 0.3145 -2.5125 0.005 0.336 0.051 0.306
H 2.5084 3.1490 0.4791 0.048 0.140 -0.183 0.239
H 1.6403 4.2179 -0.6546 0.285 -0.133 0.073 0.151
H 3.4031 4.0265 -0.7763 -0.183 -0.088 -0.009 0.498
O 0.5293 2.0607 5.0405 0.288 -0.011 3.154 -0.154
N 0.6169 1.7336 6.2332 -0.360 -3.093 -2.892 0.377
O 0.5673 0.5594 6.6431 0.254 3.340 -0.167 -0.308
O 0.5103 0.2126 2.5407 0.526 -0.135 0.283 -1.044
```
Forces are in eV/Å.

Summary:
**Multiplicity**: 3
**Energy above the lowest of the compared OMol25 structures with the same formula, charge and spin**: 18.5 kcal per mole
**LUMO level (spin up / spin down)**: 0.124 / -2.417 eV

=====

[4]
C13H23N3OS | the ωB97M-V functional and the def2-TZVPD basis

```
41
Properties=species:S:1:pos:R:3:forces:R:3:mulliken_charge:R:1
C -4.9644 -1.9042 -0.3871 -0.148 0.173 0.108 -1.088
C -5.5219 -0.4915 -0.2580 0.096 0.012 -0.238 -0.505
C -4.5457 0.5817 -0.7407 -0.084 -0.078 0.374 -0.650
C -3.3168 0.7161 0.1547 -0.083 0.193 -0.436 -0.129
C -2.3796 1.8262 -0.3140 0.094 -0.229 0.396 -1.040
C -1.0983 1.8407 0.5139 -0.063 0.177 -0.385 0.261
C -0.1250 2.9287 0.0717 0.002 -0.118 0.252 -0.735
C 1.2329 2.7936 0.7770 -0.220 0.167 -0.112 -0.799
C 2.0242 1.6683 0.2253 0.488 0.197 -0.087 0.496
N 1.6766 0.4015 0.1571 -0.239 0.032 0.124 -0.114
C 2.7278 -0.1971 -0.4518 0.124 0.770 0.038 0.192
S 2.7608 -1.8991 -0.7798 -0.031 -0.535 -0.159 -0.186
C 0.9794 -2.2361 -0.6058 0.274 0.352 -0.346 -0.761
C 0.3919 -1.9532 0.7646 0.227 -0.171 -0.018 0.904
C 1.2820 -2.2491 1.9350 -0.227 0.045 0.295 -1.314
O -0.7450 -1.5723 0.8657 -0.233 -0.058 0.052 -0.556
N 3.7090 0.6244 -0.7546 0.478 -0.429 -0.385 -0.948
N 3.2511 1.8138 -0.3194 -0.461 -0.209 0.243 0.272
H -4.6930 -2.1115 -1.4203 0.058 -0.071 -0.115 0.290
H -4.0810 -2.0320 0.2322 0.122 -0.096 0.042 0.248
H -5.7086 -2.6343 -0.0756 -0.005 -0.133 0.011 0.362
H -5.7802 -0.2978 0.7856 -0.088 0.045 0.027 0.306
H -6.4418 -0.4192 -0.8444 -0.053 0.010 0.083 0.333
H -5.0664 1.5430 -0.7743 0.018 0.046 -0.084 0.364
H -4.2281 0.3445 -1.7590 0.006 0.040 -0.101 0.310
H -2.7594 -0.2200 0.1697 0.028 -0.048 0.087 0.038
H -3.6386 0.9259 1.1773 -0.003 -0.045 0.111 0.299
H -2.1271 1.6646 -1.3650 0.005 0.037 -0.090 0.381
H -2.8824 2.7947 -0.2409 -0.043 0.063 -0.085 0.331
H -0.6112 0.8696 0.4287 -0.081 0.000 0.085 -0.331
H -1.3507 1.9917 1.5659 0.020 -0.029 0.121 0.310
H 0.0245 2.8730 -1.0092 -0.004 0.059 -0.051 0.366
H -0.5414 3.9125 0.2992 -0.007 0.041 -0.065 0.398
H 1.0601 2.6210 1.8419 0.082 0.071 0.021 0.330
H 1.8145 3.7115 0.6638 0.001 -0.011 0.098 0.315
H 0.4352 -1.6735 -1.3650 -0.074 -0.098 0.113 0.385
H 0.8769 -3.3037 -0.8119 0.009 -0.016 0.004 0.418
H 0.6853 -2.3528 2.8372 -0.065 -0.014 0.007 0.370
H 1.9669 -1.4137 2.0663 0.100 0.007 -0.005 0.304
H 1.8708 -3.1451 1.7564 0.087 -0.059 0.028 0.379
H 3.8139 2.6421 -0.4313 -0.108 -0.089 0.040 0.195
```
Forces are in eV/Å.

Summary:
**Energy above the lowest of the compared OMol25 structures with the same formula, charge and spin**: 0.9 kcal per mole
**LUMO level**: 0.704 eV
**Structure (SMILES)**: CCCCCCCCc1nc(SCC(C)=O)n[nH]1